# 1
Entry from the Open Molecules 2025 dataset: C2H4O2S in the gas phase (ωB97M-V/def2-TZVPD).

Results
E_LUMO ... 0.167 eV
Orbital gap ... 8.98 eV
Highest occupied orbital energy ... -0.3238 hartree
Structure (SMILES) ... OCC(O)=S
DFT total energy ... -627.23249 Eh
Energy relative to the best compared isomer or geometry (same formula, charge and spin) ... 135.6 kJ/mol

Geometry as XYZ:
```
9
Properties=species:S:1:pos:R:3:lowdin_charge:R:1
C 0.399 -0.304 1.148 -0.24
C -0.049 0.150 -0.165 -0.94
H -0.807 -1.490 2.124 0.18
H 0.058 0.467 1.874 0.14
H 1.514 -0.493 1.166 0.16
H -0.648 -1.639 -0.182 0.11
O -0.126 -1.645 1.343 -0.11
O -0.551 -0.895 -0.890 -0.05
S 0.200 1.525 -0.906 0.76
```

***

# 2
Entry from the Open Molecules 2025 dataset: a molecular structure, C5H10N2 (ωB97M-V/def2-TZVPD).

Results
E_LUMO (spin up / spin down) ... 1.114 / 1.114 eV
Orbital gap (spin up / spin down) ... 7.24 / 7.24 eV
Highest occupied orbital energy (spin up / spin down) ... -0.2251 / -0.2250 hartree
DFT total energy ... -305.90459 Eh
Energy relative to the best compared isomer or geometry (same formula, charge and spin) ... 313.1 kJ/mol

Geometry as XYZ:
```
17
Properties=species:S:1:pos:R:3:lowdin_charge:R:1
C 0.375 -0.762 -0.147 -0.40
C -0.094 -1.022 -1.524 -0.15
C -0.791 -1.280 0.635 -0.04
C 1.013 0.970 1.658 -0.04
C 0.285 0.622 0.394 -0.36
N -0.687 -0.087 -2.210 0.05
N -0.277 1.543 -0.361 0.10
H 1.306 -1.266 0.107 0.15
H 0.006 -2.047 -1.873 0.12
H -1.163 -0.367 -3.059 0.08
H -0.647 1.027 -1.417 0.09
H -0.498 2.431 0.072 0.10
H -0.659 -2.078 1.349 0.02
H -1.778 -0.884 0.455 0.04
H 1.946 1.487 1.409 0.09
H 0.419 1.641 2.281 0.08
H 1.244 0.074 2.231 0.08
```

***

# 3
Entry from the Open Molecules 2025 dataset: 2 unconnected molecules or ions with the total composition C3H3NO (ωB97M-V/def2-TZVPD).

Results
E_LUMO (spin up / spin down) ... 0.246 / 0.323 eV
Orbital gap (spin up / spin down) ... 8.44 / 8.57 eV
Highest occupied orbital energy (spin up / spin down) ... -0.3011 / -0.3031 hartree
DFT total energy ... -245.88681 Eh
Energy relative to the best compared isomer or geometry (same formula, charge and spin) ... 537.5 kJ/mol

Geometry as XYZ:
```
8
Properties=species:S:1:pos:R:3:lowdin_charge:R:1
C -1.049 -0.619 1.015 -0.15
C 1.382 0.838 -0.685 -0.07
C -0.613 -0.633 -0.348 -0.13
N -1.584 0.231 0.259 0.09
O 1.851 1.297 0.318 0.00
H -0.870 -0.680 2.149 0.14
H 1.821 0.995 -1.730 0.08
H -0.939 -1.429 -0.978 0.05
```

***

# 4
Entry from the Open Molecules 2025 dataset: a molecular structure, C27H24BrErN3OSe (ωB97M-V/def2-TZVPD).

Results
E_LUMO (spin up / spin down) ... -4.005 / -4.003 eV
Spin multiplicity ... 4
Total charge ... +1
Orbital gap (spin up / spin down) ... 6.69 / 6.69 eV
Highest occupied orbital energy (spin up / spin down) ... -0.3929 / -0.3930 hartree
DFT total energy ... -7273.26866 Eh
⟨S²⟩ ... 3.752
Energy relative to the best compared isomer or geometry (same formula, charge and spin) ... 0.0 kJ/mol

Geometry as XYZ:
```
58
Properties=species:S:1:pos:R:3:lowdin_charge:R:1
Er 0.437 1.077 0.295 1.40
C -2.022 1.833 -3.261 -0.05
C -2.233 2.355 -1.840 -0.35
C -1.298 3.548 -1.571 -0.05
C -2.052 1.293 -0.770 -0.25
C -1.789 -0.059 -1.055 -0.05
C -1.744 -1.012 -0.034 -0.04
C -1.926 -0.654 1.305 -0.28
C -1.982 -1.692 2.384 -0.01
C -2.158 0.696 1.599 -0.04
C -2.234 1.647 0.583 -0.08
H -2.148 2.657 -3.959 0.09
H -2.750 1.068 -3.516 0.09
H -1.019 1.433 -3.396 0.06
H -3.272 2.705 -1.769 0.16
H -0.253 3.222 -1.464 0.06
H -1.584 4.100 -0.678 0.08
H -1.352 4.240 -2.407 0.09
H -1.743 -0.402 -2.082 0.13
H -1.661 -2.063 -0.287 0.14
H -3.014 -2.012 2.531 0.10
H -1.625 -1.293 3.332 0.09
H -1.399 -2.570 2.115 0.09
H -2.371 0.992 2.618 0.14
H -2.535 2.660 0.831 0.14
Br 1.100 -1.776 -6.542 0.76
C 1.304 -0.816 -4.911 -0.67
C 1.455 0.576 -4.945 -0.09
C 1.500 1.283 -3.775 0.00
C 1.396 0.655 -2.506 -0.34
O 1.391 1.372 -1.433 -0.19
C 1.344 -0.783 -2.486 -0.14
C 1.444 -1.550 -1.292 -0.04
N 1.265 -1.108 -0.078 -0.01
C 1.470 -1.951 1.028 -0.19
C 1.756 -3.306 0.981 0.01
C 1.948 -4.056 2.146 -0.05
C 1.872 -3.475 3.382 -0.01
C 1.589 -2.098 3.491 -0.14
C 1.515 -1.439 4.735 0.03
C 1.235 -0.099 4.772 -0.01
C 1.004 0.577 3.568 -0.09
N 1.057 -0.001 2.380 0.01
C 1.369 -1.327 2.316 -0.16
C 1.284 -1.481 -3.714 -0.07
H 1.528 1.081 -5.893 0.11
H 1.615 2.355 -3.784 0.13
H 1.715 -2.594 -1.456 0.13
H 1.835 -3.830 0.041 0.11
H 2.166 -5.109 2.053 0.12
H 2.030 -4.053 4.278 0.12
H 1.687 -1.998 5.642 0.13
H 1.187 0.444 5.700 0.12
H 0.765 1.636 3.580 0.09
H 1.191 -2.557 -3.696 0.11
Se 0.739 4.908 3.431 0.70
C 0.562 3.784 2.169 -1.00
N 0.410 2.971 1.314 -0.12
```

***

# 5
Entry from the Open Molecules 2025 dataset: C5H8N2O in the gas phase (ωB97M-V/def2-TZVPD).

Results
E_LUMO ... 0.900 eV
Orbital gap ... 10.38 eV
Highest occupied orbital energy ... -0.3485 hartree
Structure (SMILES) ... [H]/N=C1/NOCC12CC2
DFT total energy ... -379.93916 Eh
Energy relative to the best compared isomer or geometry (same formula, charge and spin) ... 391.2 kJ/mol

Geometry as XYZ:
```
16
Properties=species:S:1:pos:R:3:lowdin_charge:R:1
C -0.786 0.913 0.064 -0.37
C -0.838 -1.453 0.134 -0.12
C 0.190 -0.302 0.017 -0.29
C 1.520 0.089 0.702 -0.08
C 1.452 -0.259 -0.713 -0.13
H 0.329 2.359 -0.500 0.02
H -2.769 1.033 -0.164 0.17
H -1.091 -1.631 1.220 0.14
H -0.660 -2.292 -0.484 0.12
H 2.073 -0.690 1.196 0.09
H 1.638 1.169 1.068 0.14
H 1.827 -1.246 -0.860 0.11
H 1.723 0.496 -1.451 0.12
N -0.592 2.143 -0.206 0.16
N -2.073 0.444 0.398 0.08
O -1.943 -0.773 -0.420 -0.15
```

***

# 6
Entry from the Open Molecules 2025 dataset: C3H5NOS3 in the gas phase (ωB97M-V/def2-TZVPD).

Results
E_LUMO ... -0.253 eV
Orbital gap ... 8.77 eV
Highest occupied orbital energy ... -0.3316 hartree
Structure (SMILES) ... CS/C(=N\S)C(=O)S
DFT total energy ... -1441.84347 Eh
Energy relative to the best compared isomer or geometry (same formula, charge and spin) ... 66.6 kJ/mol

Geometry as XYZ:
```
13
Properties=species:S:1:pos:R:3:lowdin_charge:R:1
C -1.637 -1.197 -1.205 -0.37
C 0.528 0.152 0.057 -0.73
C -0.359 1.389 0.073 -0.78
H -1.982 -0.425 -1.871 0.03
H -2.110 -1.107 -0.221 0.06
H -1.871 -2.167 -1.617 0.03
H 3.452 -0.594 1.717 -0.14
H 0.947 1.922 1.922 -0.11
N 1.563 0.180 0.801 -0.43
O -1.203 1.576 -0.770 -0.01
S 0.168 -1.166 -1.058 0.89
S 2.633 -1.141 0.805 0.74
S -0.128 2.577 1.368 0.84
```

***

Look up the energy relative to the best compared isomer or geometry (same formula, charge and spin) of the sixth one. 66.6 kJ/mol

***

The highest DFT total energy belongs to which entry? C3H3NO